[1]
15
Properties=species:S:1:pos:R:3 method="wB97M-V/def2-TZVPD" orbital_gap_ev=3.806 e_above_lowest_ev=12.156 total_energy_ha=-510.95802
O -0.42 0.02 -0.87
C 0.66 -0.67 -0.47
N 0.79 -1.92 -0.76
C -0.47 -2.22 -0.11
O -0.66 -2.21 1.06
O 1.59 1.39 1.19
H -0.04 0.79 -1.45
H -1.29 -2.52 -0.78
H 1.44 -0.09 0.08
H -0.51 2.61 -2.80
H -1.17 1.94 0.99
O -0.60 2.13 -1.96
H 2.19 2.14 1.32
H 0.23 1.61 1.63
O -0.77 1.70 1.84

[2]
12
Properties=species:S:1:pos:R:3 method="wB97M-V/def2-TZVPD" orbital_gap_ev=9.986 e_above_lowest_ev=0.282 smiles=NCN.O total_energy_ha=-227.63068
N 0.20 1.48 -1.49
C 0.18 0.33 -0.62
N -0.89 0.23 0.36
H -0.47 1.49 -2.22
H 0.29 2.36 -1.03
H 0.11 -0.56 -1.24
H 1.11 0.36 -0.07
H -0.84 0.94 1.09
H -1.86 0.22 0.07
O 0.89 -2.39 2.10
H -0.01 -2.29 1.80
H 1.28 -2.16 1.26

[3]
19
Properties=species:S:1:pos:R:3 method="wB97M-V/def2-TZVPD" orbital_gap_ev=9.892 e_above_lowest_ev=1.389 smiles="CC[C@](C)(O)SC(=O)O" total_energy_ha=-820.37235
C -2.40 -0.13 0.67
C -1.50 -0.46 -0.67
C -0.07 -0.45 -0.41
C 0.84 -0.68 -1.70
O 0.31 -1.36 0.52
S 0.53 1.31 0.39
C 2.24 1.25 1.14
O 2.98 0.32 1.06
O 2.38 2.31 1.91
H -1.95 0.87 1.12
H -3.42 -0.16 0.44
H -2.34 -0.97 1.47
H -1.76 -1.47 -0.78
H -1.87 0.07 -1.45
H 0.56 0.19 -2.47
H 0.65 -1.59 -2.07
H 1.91 -0.60 -1.41
H 1.33 -1.33 0.53
H 1.56 2.89 1.73

[4]
23
Properties=species:S:1:pos:R:3 method="wB97M-V/def2-TZVPD" orbital_gap_ev=9.345 e_above_lowest_ev=3.919 smiles="C/C=C(/C)CC1=C(C)C1" total_energy_ha=-351.18619
C 0.06 -0.81 -2.10
C 0.94 -1.26 -0.89
C 1.41 -0.50 0.11
C 2.06 -1.15 1.33
C 1.18 0.99 0.27
C -0.23 1.39 0.22
C -1.46 1.04 0.59
C -2.33 -0.09 1.06
C -1.40 2.23 -0.34
H 0.70 -0.17 -2.79
H -0.71 -0.19 -1.79
H -0.45 -1.70 -2.63
H 1.14 -2.32 -0.92
H 3.13 -1.29 1.37
H 1.55 -2.11 1.48
H 1.87 -0.59 2.27
H 1.85 1.47 -0.44
H 1.41 1.33 1.29
H -1.65 -0.81 1.50
H -2.88 -0.47 0.16
H -2.91 0.43 1.82
H -1.75 2.15 -1.39
H -1.59 3.31 0.05

[5]
110
Properties=species:S:1:pos:R:3 method="wB97M-V/def2-TZVPD" orbital_gap_ev=6.818 total_energy_ha=-7154.32403
Cd 0.00 0.82 0.63
C 3.87 1.25 -2.59
C 3.14 1.88 -3.59
C 1.78 1.68 -3.65
C 1.17 0.87 -2.69
N 1.86 0.31 -1.70
C 3.18 0.48 -1.67
C -0.28 0.56 -2.73
C -1.01 0.68 -3.91
C -2.33 0.29 -3.92
C -2.89 -0.21 -2.76
C -2.12 -0.28 -1.61
N -0.84 0.09 -1.62
C -2.68 -0.78 -0.32
C -4.02 -1.16 -0.22
C -4.49 -1.63 0.99
C -3.63 -1.71 2.07
C -2.32 -1.31 1.88
N -1.85 -0.86 0.72
H 4.94 1.38 -2.50
H 3.64 2.51 -4.31
H 1.19 2.17 -4.42
H 3.70 0.00 -0.85
H -0.54 1.04 -4.82
H -2.92 0.36 -4.83
H -3.92 -0.53 -2.76
H -4.69 -1.08 -1.05
H -5.53 -1.91 1.10
H -3.96 -2.05 3.04
H -1.62 -1.31 2.71
F 3.98 -6.94 1.84
C 3.21 -6.12 1.14
C 3.16 -6.23 -0.24
F 3.88 -7.17 -0.86
C 2.35 -5.38 -0.97
F 2.32 -5.58 -2.29
C 1.60 -4.38 -0.37
P 0.54 -3.13 -1.27
C -0.87 -4.24 -1.70
C -1.98 -4.17 -0.86
C -3.09 -4.98 -1.08
C -3.10 -5.86 -2.14
C -2.00 -5.95 -2.98
C -0.88 -5.15 -2.77
C 1.44 -2.88 -2.84
C 0.73 -2.61 -4.01
C 1.39 -2.24 -5.17
C 2.77 -2.13 -5.18
C 3.49 -2.37 -4.02
C 2.83 -2.74 -2.86
C 1.66 -4.30 1.02
Br 0.61 -3.06 1.98
C 2.44 -5.16 1.77
F 2.49 -5.09 3.10
H -1.97 -3.47 -0.03
H -3.94 -4.90 -0.41
H -3.96 -6.49 -2.32
H -2.00 -6.65 -3.81
H -0.03 -5.23 -3.42
H -0.35 -2.69 -4.01
H 0.82 -2.05 -6.08
H 3.29 -1.85 -6.09
H 4.57 -2.28 -4.01
H 3.40 -2.91 -1.95
S -2.02 2.33 0.52
C -1.53 3.96 -0.01
C -0.75 4.79 0.80
C -0.42 6.07 0.39
C -0.85 6.55 -0.84
C -1.63 5.73 -1.66
C -1.96 4.45 -1.24
H -0.41 4.41 1.76
H 0.19 6.70 1.03
H -0.60 7.55 -1.16
H -1.98 6.09 -2.61
H -2.56 3.80 -1.88
O 0.58 2.55 3.30
C -0.14 1.58 3.50
O -0.11 0.44 2.90
C -1.23 1.73 4.54
C -2.50 1.21 4.31
C -3.48 1.42 5.26
C -3.25 2.11 6.44
C -1.98 2.60 6.63
C -0.97 2.45 5.70
N -1.70 3.34 7.88
O -0.56 3.71 8.06
O -2.62 3.53 8.64
N -4.83 0.86 5.03
O -5.67 1.05 5.87
O -5.00 0.22 4.01
H -2.72 0.68 3.40
H -4.03 2.25 7.17
H 0.00 2.88 5.87
N 2.69 -0.06 2.69
C 2.91 1.11 2.03
N 2.20 1.54 1.04
C 2.64 2.79 0.60
C 2.07 3.54 -0.41
C 2.65 4.75 -0.75
C 3.78 5.22 -0.09
C 4.36 4.48 0.92
C 3.78 3.26 1.26
S 4.26 2.12 2.48
H 1.71 -0.30 2.77
H 3.20 -0.19 3.54
H 1.18 3.19 -0.92
H 2.19 5.35 -1.53
H 4.21 6.18 -0.37
H 5.24 4.83 1.44

[6]
17
Properties=species:S:1:pos:R:3 method="wB97M-V/def2-TZVPD" charge=+1 orbital_gap_ev=10.106 e_above_lowest_ev=0.092 smiles=Cn1c(Br)c[nH+]c1CO total_energy_ha=-2953.81377
C -1.88 -0.69 0.38
N -0.57 -0.11 0.54
C -0.03 -0.23 1.81
Br -0.97 -0.87 3.26
C 1.22 0.32 1.76
N 1.43 0.72 0.50
C 0.34 0.45 -0.28
C 0.42 0.56 -1.80
O 0.89 -0.71 -2.28
H -2.44 -0.74 1.25
H -2.50 -0.23 -0.31
H -1.73 -1.84 0.01
H 1.95 0.58 2.58
H 2.19 1.21 0.06
H -0.61 0.74 -2.33
H 1.20 1.36 -1.94
H 1.09 -0.52 -3.21